Entry from OMol25: a gas-phase ion, C9H21NP (charge +1) (ωB97M-V/def2-TZVPD).

Geometry as ORCA input:
```
! wB97M-V def2-TZVPD RIJCOSX def2/J DEFGRID3
* xyz 1 1
C 3.465 0.445 -1.034
C 2.105 -0.188 -1.320
C 1.194 -0.253 -0.102
C 0.457 -1.640 0.140
C -0.949 -1.260 -0.169
C -2.061 -2.184 0.298
C -1.125 0.232 0.232
N -1.766 0.347 1.607
P -2.567 1.082 -1.093
C 0.205 0.903 -0.092
C 0.540 2.199 0.637
H 4.235 -0.167 -1.483
H 3.745 0.477 0.016
H 3.508 1.472 -1.502
H 2.344 -1.139 -1.660
H 1.538 0.318 -2.167
H 1.802 -0.149 0.856
H 0.875 -2.456 -0.455
H 0.562 -1.982 1.121
H -1.014 -1.163 -1.352
H -1.730 -2.594 1.307
H -2.132 -3.080 -0.246
H -3.031 -1.614 0.344
H -1.242 0.486 2.425
H -2.131 -0.684 1.689
H -2.581 1.129 1.740
H -2.768 2.273 -0.335
H -3.747 0.508 -0.586
H 0.188 1.268 -1.170
H 1.510 2.478 0.351
H 0.700 1.905 1.641
H -0.129 3.030 0.362
*
```

Results
* E_tot: -751.291109 Ha
* HOMO energy: -13.58 eV
* SMILES: CC[C@@H]1C[C@@H](C)[C@]([NH3+])(P)[C@H]1C
* frontier orbital gap: 10.088 eV
* energy relative to the best compared isomer or geometry (same formula, charge and spin): 1.325 eV


Entry from OMol25: a molecular structure, C9H22BO3Rb (ωB97M-V/def2-TZVPD).

Geometry as ORCA input:
```
! wB97M-V def2-TZVPD RIJCOSX def2/J DEFGRID3
* xyz 0 1
Rb -3.752 3.422 3.346
B -6.681 3.444 2.572
H -7.667 3.323 2.047
H -6.532 4.492 2.940
H -6.522 2.681 3.376
H -5.933 3.254 1.759
C -4.121 1.041 6.421
C -3.399 -0.234 6.141
O -2.238 -0.358 6.503
C -4.136 -1.374 5.486
H -3.575 1.689 7.101
H -5.117 0.850 6.823
H -4.262 1.569 5.475
H -3.470 -2.083 4.996
H -4.895 -1.046 4.777
H -4.613 -1.897 6.317
C -0.261 1.042 1.620
C -0.452 1.326 3.099
O -1.008 2.350 3.476
C 0.011 0.325 4.106
H 0.800 1.154 1.390
H -0.906 1.670 1.010
H -0.467 -0.010 1.416
H -0.520 0.530 5.036
H 1.062 0.299 4.396
H -0.253 -0.711 3.888
C -0.982 3.049 6.774
C -1.870 4.274 6.660
O -2.882 4.274 5.997
C -1.397 5.511 7.341
H -1.378 2.110 6.389
H -0.740 2.759 7.799
H -0.033 3.235 6.267
H -2.273 6.061 7.684
H -0.786 6.183 6.739
H -0.801 5.242 8.214
*
```

Results
* E_tot: -630.705082 Ha
* HOMO energy: -8.17 eV
* frontier orbital gap: 8.033 eV
* energy relative to the best compared isomer or geometry (same formula, charge and spin): 1.054 eV


Entry from OMol25: a molecular structure, C9H22Br2IrO3PS3 (ωB97M-V/def2-TZVPD).

Geometry as ORCA input:
```
! wB97M-V def2-TZVPD RIJCOSX def2/J DEFGRID3
* xyz 2 1
Ir 1.206 0.513 0.247
Br 2.119 -0.481 -1.940
C 0.482 -0.742 -3.006
Br -0.988 -1.357 -1.970
H 0.756 -1.483 -3.748
H 0.254 0.219 -3.450
C -2.935 3.573 3.225
C -2.790 3.972 1.784
O -1.896 3.007 1.074
P -0.366 2.935 1.112
S 0.267 2.186 -0.743
S 0.464 1.448 2.227
O 0.146 4.353 1.426
C 1.516 4.784 1.799
C 2.292 5.170 0.570
H -3.641 4.252 3.704
H -1.988 3.651 3.762
H -3.322 2.560 3.317
H -2.358 4.960 1.651
H -3.716 3.897 1.224
H 1.973 3.968 2.357
H 1.340 5.624 2.464
H 2.486 4.311 -0.075
H 3.254 5.576 0.880
H 1.769 5.938 0.002
C 0.066 -4.006 1.168
C 1.200 -3.614 2.102
S 1.197 -1.852 2.424
O 1.585 -1.280 0.998
C 2.727 -1.655 3.354
C 2.597 -2.210 4.766
H 0.094 -5.084 1.021
H 0.175 -3.529 0.196
H -0.906 -3.748 1.588
H 2.187 -3.859 1.706
H 1.089 -4.066 3.090
H 2.899 -0.576 3.362
H 3.514 -2.132 2.768
H 1.766 -1.756 5.306
H 3.513 -1.980 5.307
H 2.479 -3.292 4.775
*
```

Results
* E_tot: -7369.596523 Ha
* HOMO energy (alpha / beta): -15.71 / -15.85 eV
* frontier orbital gap (alpha / beta): 6.809 / 6.732 eV
* energy relative to the best compared isomer or geometry (same formula, charge and spin): 0.000 eV


- Number 2 is which compound?
  C9H22BO3Rb


- Among the records above, which one has the lowest E_tot?
  C9H22Br2IrO3PS3


- What is the formula in the first record?
  C9H21NP


- Among the records above, which one has the lowest energy relative to the best compared isomer or geometry (same formula, charge and spin)?
  C9H22Br2IrO3PS3